Run w
One molecule with the formula C5H4N2, computed with ωB97M-V/def2-TZVPD.

The geometry in ORCA input format:
```
! RIJCOSX wB97M-V def2-TZVPD def2/J DEFGRID3
* xyz 0 1
N -1.16 2.63 -0.34
C -0.49 1.68 -0.06
C -0.12 0.33 0.17
C -0.97 -0.84 0.27
C -0.01 -1.92 -0.04
C 1.21 -1.34 0.09
N 1.22 -0.06 -0.07
H -2.05 -1.08 0.09
H -0.18 -3.04 -0.16
H 2.03 -1.91 0.03
H 2.05 0.53 0.33
*
```

Its HOMO-LUMO gap is 9.4 eV. For the LUMO energy, the calculation gives 0.59 eV. As for the SMILES: N#Cc1ccc[nH]1. For the highest occupied orbital energy, the calculation gives -8.8 eV.

Run x
One molecule with the formula C5H4N2, computed with ωB97M-V/def2-TZVPD.

The geometry in ORCA input format:
```
! RIJCOSX wB97M-V def2-TZVPD def2/J DEFGRID3
* xyz 0 1
C 2.02 -1.10 -0.36
C 1.19 -0.26 0.12
C -0.02 0.29 0.24
C -1.16 -0.23 0.97
N -2.22 0.46 0.71
N -1.88 1.47 -0.21
C -0.62 1.37 -0.51
H 2.99 -1.58 -0.44
H 1.01 -1.31 -0.90
H -1.17 -1.11 1.61
H -0.14 2.01 -1.23
*
```

Its HOMO-LUMO gap is 9.0 eV. For the LUMO energy, the calculation gives -0.58 eV. As for the SMILES: C=C=C1C=NN=C1. For the highest occupied orbital energy, the calculation gives -9.6 eV.

Run y
One molecule with the formula C5H4N2, computed with ωB97M-V/def2-TZVPD.

The geometry in ORCA input format:
```
! RIJCOSX wB97M-V def2-TZVPD def2/J DEFGRID3
* xyz 0 1
C 2.33 0.76 0.13
C 1.23 0.31 -0.13
C 0.08 -0.54 -0.49
N -0.39 -1.41 0.53
C -1.38 -0.46 0.07
C -1.49 0.95 0.21
N -1.53 2.09 -0.01
H 3.28 1.19 0.36
H -0.01 -0.76 -1.54
H 0.04 -1.20 1.42
H -2.17 -0.94 -0.53
*
```

Its HOMO-LUMO gap is 10.3 eV. For the LUMO energy, the calculation gives 0.71 eV. As for the SMILES: C#C[C@H]1N[C@H]1C#N. For the highest occupied orbital energy, the calculation gives -9.6 eV.

Run z
One molecule with the formula C5H4N2, computed with ωB97M-V/def2-TZVPD.

The geometry in ORCA input format:
```
! RIJCOSX wB97M-V def2-TZVPD def2/J DEFGRID3
* xyz 0 1
C -1.73 0.28 0.02
C 1.77 -0.37 -0.56
C 0.42 -0.96 -0.54
C -0.42 -0.04 0.37
C 0.72 1.33 0.37
N -2.83 0.20 -0.25
N 1.77 0.93 -0.18
H -0.17 -1.27 -1.38
H 0.45 -1.91 -0.01
H -0.49 -0.56 1.38
H 0.51 2.37 0.79
*
```

Its HOMO-LUMO gap (alpha / beta) is 7.4 / 7.7 eV. For the LUMO energy (alpha / beta), the calculation gives -1.29 / -1.26 eV. For the highest occupied orbital energy (alpha / beta), the calculation gives -8.7 / -8.9 eV.

Least stable: run z

Run w
One molecule with the formula C4H4O2, computed with ωB97M-V/def2-TZVPD.

The geometry in ORCA input format:
```
! RIJCOSX wB97M-V def2-TZVPD def2/J DEFGRID3
* xyz 0 1
O -0.94 1.23 1.80
C -0.33 0.50 1.05
C -0.83 0.43 -0.38
C 0.30 -0.37 -0.95
C 1.13 -0.63 0.11
O 0.79 -0.09 1.38
H -1.73 -0.19 -0.34
H -1.07 1.28 -0.90
H 0.55 -1.04 -1.93
H 2.14 -1.12 0.16
*
```

Its HOMO-LUMO gap is 10.5 eV. For the LUMO energy, the calculation gives 0.85 eV. As for the SMILES: O=C1CC=CO1. For the highest occupied orbital energy, the calculation gives -9.7 eV.

Run x
One molecule with the formula C4H4O2, computed with ωB97M-V/def2-TZVPD.

The geometry in ORCA input format:
```
! RIJCOSX wB97M-V def2-TZVPD def2/J DEFGRID3
* xyz 0 1
O -0.36 -1.89 -0.96
C 0.00 -0.79 -0.65
C 0.79 0.39 -1.04
C -1.77 0.28 1.25
O -0.74 1.01 0.94
C 0.34 0.22 0.42
H 0.25 1.11 -1.68
H 1.86 0.33 -1.24
H -1.45 -0.65 1.77
H 1.08 -0.02 1.19
*
```

Its HOMO-LUMO gap is 8.7 eV. For the LUMO energy, the calculation gives 0.04 eV. For the highest occupied orbital energy, the calculation gives -8.6 eV.

Run y
One molecule with the formula C4H4O2, computed with ωB97M-V/def2-TZVPD.

The geometry in ORCA input format:
```
! RIJCOSX wB97M-V def2-TZVPD def2/J DEFGRID3
* xyz 0 1
C 1.38 0.69 -0.16
C 0.70 -0.38 -0.53
O 0.66 -1.71 -0.38
C -0.65 -0.82 -0.40
C -1.19 0.06 0.70
O -1.72 1.01 0.17
H 0.82 1.62 -0.16
H 2.42 0.67 0.10
H -1.38 -1.13 -1.13
H -1.02 -0.02 1.79
*
```

Its HOMO-LUMO gap is 10.3 eV. For the LUMO energy, the calculation gives 0.67 eV. As for the SMILES: C=C1O[C@H]1C=O. For the highest occupied orbital energy, the calculation gives -9.6 eV.

Run z
One molecule with the formula C4H4O2, computed with ωB97M-V/def2-TZVPD.

The geometry in ORCA input format:
```
! RIJCOSX wB97M-V def2-TZVPD def2/J DEFGRID3
* xyz 0 1
O -0.68 2.11 -0.98
C -0.25 1.13 -0.51
C -0.72 0.25 0.69
C 0.20 -1.02 0.38
C 0.97 -0.62 -0.68
O 0.67 0.48 -1.18
H -0.42 0.74 1.64
H -1.83 0.00 0.97
H 0.25 -1.93 0.77
H 1.81 -1.14 -1.10
*
```

Its HOMO-LUMO gap is 10.0 eV. For the LUMO energy, the calculation gives 0.89 eV. As for the SMILES: O=C1CC=CO1. For the highest occupied orbital energy, the calculation gives -9.1 eV.

Least stable: run x

Run w
C4H4O2 as an isolated structure, computed with ωB97M-V/def2-TZVPD.

The geometry in ORCA input format:
```
! RIJCOSX wB97M-V def2-TZVPD def2/J DEFGRID3
* xyz 0 1
O -0.10 2.07 0.83
C -0.11 1.08 0.15
C -1.08 -0.11 0.12
C 0.24 -0.92 0.05
O 0.65 -0.72 -1.28
C 1.05 0.27 -0.35
H -1.61 -0.28 -0.82
H -1.78 -0.11 0.97
H 0.61 -1.77 0.62
H 2.10 0.53 -0.29
*
```

Its HOMO-LUMO gap is 10.6 eV. For the LUMO energy, the calculation gives 0.97 eV. For the highest occupied orbital energy, the calculation gives -9.7 eV.

Run x
A 2-piece molecular cluster, C4H4O2 overall, computed with ωB97M-V/def2-TZVPD.

The geometry in ORCA input format:
```
! RIJCOSX wB97M-V def2-TZVPD def2/J DEFGRID3
* xyz 0 1
C 3.12 0.11 -0.06
C 0.41 0.23 -0.46
C -0.42 -0.08 0.52
C 2.60 -0.99 -0.84
O 3.48 1.23 0.15
O 2.84 -1.09 0.56
H 1.19 -0.42 -0.83
H 0.10 1.13 -1.05
H -1.27 0.64 0.92
H -0.43 -1.18 0.94
*
```

Its HOMO-LUMO gap is 9.0 eV. For the LUMO energy, the calculation gives -1.13 eV. For the highest occupied orbital energy, the calculation gives -10.2 eV.

Least stable: run x

Run w
C38H30BClF4IN2O2PS2Y as an isolated structure, computed with ωB97M-V/def2-TZVPD.

The geometry in ORCA input format:
```
! RIJCOSX wB97M-V def2-TZVPD def2/J DEFGRID3
* xyz -1 1
Y 0.48 0.48 -0.18
C -3.70 2.55 0.92
C -2.47 3.33 1.25
N -2.53 4.62 1.41
C -1.40 5.30 1.75
C -0.21 4.69 2.03
C 0.95 5.53 2.48
O 1.25 5.35 3.87
C -0.12 3.29 1.87
C 1.00 2.54 2.39
N 1.23 1.30 2.12
C 2.18 0.63 2.94
C 3.43 1.15 3.24
C 4.31 0.45 4.05
C 3.95 -0.79 4.56
C 2.71 -1.34 4.25
C 1.84 -0.62 3.44
I 0.02 -1.46 2.89
C -1.23 2.60 1.38
O -1.20 1.34 1.09
H -4.54 3.24 0.79
H -3.93 1.85 1.73
H -3.56 1.95 0.03
H -1.49 6.38 1.81
H 0.74 6.58 2.26
H 1.86 5.26 1.94
H 0.40 5.38 4.33
H 1.60 3.04 3.15
H 3.72 2.09 2.80
H 5.29 0.86 4.26
H 4.65 -1.35 5.18
H 2.43 -2.31 4.63
Cl 1.01 -0.30 -3.48
C -0.22 -1.46 -3.85
C -0.73 -1.48 -5.14
C -1.72 -2.39 -5.48
C -2.20 -3.28 -4.52
C -1.69 -3.24 -3.24
C -0.70 -2.33 -2.87
P -0.03 -2.29 -1.16
C -1.37 -3.07 -0.20
C -1.40 -4.41 0.16
C -2.46 -4.91 0.91
C -3.50 -4.07 1.30
C -3.47 -2.73 0.94
C -2.41 -2.23 0.20
C 1.30 -3.54 -1.22
C 1.82 -4.01 -0.01
C 2.87 -4.92 -0.01
C 3.42 -5.35 -1.21
C 2.92 -4.87 -2.41
C 1.86 -3.97 -2.42
H -0.35 -0.77 -5.86
H -2.11 -2.40 -6.48
H -2.97 -3.99 -4.78
H -2.08 -3.93 -2.49
H -0.60 -5.07 -0.14
H -2.48 -5.95 1.19
H -4.32 -4.46 1.89
H -4.27 -2.06 1.24
H -2.40 -1.17 -0.08
H 1.41 -3.66 0.93
H 3.26 -5.28 0.93
H 4.25 -6.04 -1.21
H 3.36 -5.19 -3.35
H 1.48 -3.60 -3.36
S 1.13 2.70 -1.32
C -0.48 3.35 -1.73
C -0.60 4.74 -1.83
C -1.79 5.36 -2.17
C -2.91 4.59 -2.42
C -2.82 3.21 -2.31
C -1.63 2.56 -1.96
S -1.69 0.79 -1.82
H 0.29 5.34 -1.64
H -1.84 6.44 -2.23
H -3.86 5.05 -2.68
H -3.70 2.60 -2.49
F 3.23 0.91 0.12
B 3.42 -0.46 -0.18
F 2.97 -0.66 -1.49
F 4.69 -0.90 0.06
F 2.44 -1.13 0.66
*
```

Its HOMO-LUMO gap is 6.2 eV. For the LUMO energy, the calculation gives 2.14 eV. For the highest occupied orbital energy, the calculation gives -4.1 eV.

Run x
C38H30BClF4IN2O2PS2Y as an isolated structure, computed with ωB97M-V/def2-TZVPD.

The geometry in ORCA input format:
```
! RIJCOSX wB97M-V def2-TZVPD def2/J DEFGRID3
* xyz -1 1
Y -0.06 0.35 0.37
C 2.34 -1.39 -3.23
C 2.95 -1.70 -1.90
N 3.89 -2.62 -1.86
C 4.45 -2.94 -0.70
C 4.12 -2.35 0.50
C 4.81 -2.81 1.76
O 5.63 -1.82 2.36
C 3.14 -1.33 0.51
C 2.81 -0.69 1.74
N 1.85 0.16 1.94
C 1.66 0.59 3.26
C 1.71 -0.30 4.34
C 1.53 0.16 5.63
C 1.30 1.50 5.88
C 1.22 2.39 4.82
C 1.38 1.92 3.53
I 1.30 3.29 1.92
C 2.50 -1.00 -0.73
O 1.58 -0.11 -0.85
H 2.48 -2.23 -3.91
H 2.81 -0.51 -3.66
H 1.28 -1.18 -3.11
H 5.20 -3.72 -0.75
H 5.41 -3.70 1.53
H 4.07 -3.09 2.52
H 6.20 -1.45 1.67
H 3.46 -0.93 2.58
H 1.86 -1.35 4.16
H 1.56 -0.54 6.45
H 1.18 1.87 6.89
H 1.05 3.44 4.99
Cl -0.55 -2.24 -0.76
C -0.98 -2.49 -2.42
C -0.65 -3.68 -3.05
C -1.06 -3.89 -4.36
C -1.81 -2.92 -5.01
C -2.11 -1.73 -4.38
C -1.69 -1.49 -3.07
P -2.08 0.06 -2.14
C -2.13 1.13 -3.64
C -0.87 1.47 -4.12
C -0.73 2.22 -5.28
C -1.86 2.65 -5.96
C -3.12 2.34 -5.47
C -3.26 1.57 -4.33
C -3.81 -0.37 -1.77
C -4.15 -1.68 -1.45
C -5.43 -2.00 -1.03
C -6.39 -1.00 -0.91
C -6.05 0.31 -1.21
C -4.77 0.63 -1.63
H -0.10 -4.43 -2.51
H -0.81 -4.81 -4.86
H -2.17 -3.10 -6.01
H -2.69 -0.98 -4.90
H 0.01 1.16 -3.57
H 0.25 2.46 -5.64
H -1.75 3.23 -6.86
H -4.00 2.69 -5.99
H -4.25 1.31 -3.99
H -3.41 -2.47 -1.52
H -5.68 -3.02 -0.78
H -7.38 -1.24 -0.57
H -6.79 1.09 -1.11
H -4.50 1.66 -1.81
S -0.40 2.53 -1.09
C -2.08 2.91 -0.74
C -2.67 3.88 -1.55
C -3.95 4.33 -1.33
C -4.69 3.80 -0.29
C -4.14 2.83 0.51
C -2.84 2.36 0.31
S -2.28 1.12 1.43
H -2.06 4.29 -2.35
H -4.37 5.09 -1.98
H -5.70 4.14 -0.10
H -4.70 2.40 1.33
F -0.67 -3.73 1.85
B -0.01 -2.81 2.61
F -0.37 -2.87 3.92
F 1.35 -2.93 2.47
F -0.37 -1.47 2.09
*
```

Its HOMO-LUMO gap is 6.3 eV. For the LUMO energy, the calculation gives 1.97 eV. For the highest occupied orbital energy, the calculation gives -4.3 eV.

Least stable: run x

Run w
A 2-piece molecular cluster, C3H7O overall, computed with ωB97M-V/def2-TZVPD.

The geometry in ORCA input format:
```
! RIJCOSX wB97M-V def2-TZVPD def2/J DEFGRID3
* xyz -1 1
O 1.75 1.85 -0.29
H 2.06 0.96 -0.35
C -0.73 -0.69 1.37
C -0.20 -0.61 0.07
C -0.77 -0.44 -1.16
H -0.23 -0.20 2.20
H 0.85 1.68 0.05
H -1.72 -1.06 1.59
H 0.90 -0.81 -0.01
H -0.16 -0.61 -2.05
H -1.75 -0.07 -1.41
*
```

Its HOMO-LUMO gap is 5.8 eV. For the LUMO energy, the calculation gives 4.74 eV. For the highest occupied orbital energy, the calculation gives -1.0 eV.

Run x
A 2-piece molecular cluster, C3H7O overall, computed with ωB97M-V/def2-TZVPD.

The geometry in ORCA input format:
```
! RIJCOSX wB97M-V def2-TZVPD def2/J DEFGRID3
* xyz -1 1
O 0.12 -1.51 1.90
H 0.82 -0.95 1.55
C 0.82 1.15 0.04
C -0.40 0.74 -0.46
C -0.67 -0.37 -1.26
H 0.90 1.98 0.74
H -0.56 -1.60 1.22
H 1.76 0.84 -0.42
H -1.24 1.36 -0.12
H -1.53 -0.42 -1.93
H -0.01 -1.24 -1.26
*
```

Its HOMO-LUMO gap is 6.1 eV. For the LUMO energy, the calculation gives 4.95 eV. For the highest occupied orbital energy, the calculation gives -1.1 eV.

Least stable: run w

Run w
C4H10NO3 as an isolated structure, computed with ωB97M-V/def2-TZVPD.

The geometry in ORCA input format:
```
! RIJCOSX wB97M-V def2-TZVPD def2/J DEFGRID3
* xyz -1 1
O -2.50 0.57 -1.86
C -1.77 1.15 -1.08
N -1.31 0.71 0.12
C 0.07 1.19 0.47
C 1.17 0.51 -0.32
C 1.71 -0.80 0.30
O 1.03 -1.93 -0.10
H -1.46 2.19 -1.31
H -1.48 -0.30 0.27
H 0.00 2.25 0.32
H 0.19 1.01 1.53
H 2.00 1.22 -0.44
H 0.79 0.25 -1.31
H 1.67 -0.75 1.41
H 2.78 -0.86 0.03
H -1.65 -2.49 0.42
H -0.10 -1.95 0.50
O -1.14 -1.97 1.04
*
```

Its HOMO-LUMO gap is 8.1 eV. For the LUMO energy, the calculation gives 3.93 eV. For the highest occupied orbital energy, the calculation gives -4.1 eV.

Run x
C4H10NO3 as an isolated structure, computed with ωB97M-V/def2-TZVPD.

The geometry in ORCA input format:
```
! RIJCOSX wB97M-V def2-TZVPD def2/J DEFGRID3
* xyz -1 1
C -0.80 0.29 2.69
C -1.42 1.25 1.65
N -0.85 1.27 0.33
C -1.01 0.12 -0.33
C 0.59 -0.83 -1.92
O 1.42 -1.52 -1.39
O 0.05 -0.71 -2.97
H -1.54 -0.15 3.37
H -0.18 -0.44 2.17
H -0.04 0.78 3.31
H -1.40 2.26 2.05
H -2.51 1.09 1.62
H -0.95 -0.80 0.28
H -1.91 0.02 -0.94
H 0.07 0.01 -1.05
H 1.85 -0.61 0.07
H 1.28 0.62 0.77
O 1.98 -0.04 0.86
*
```

Its HOMO-LUMO gap is 6.8 eV. For the LUMO energy, the calculation gives 3.74 eV. For the highest occupied orbital energy, the calculation gives -3.1 eV.

Run y
A 2-piece molecular cluster, C4H10NO3 overall, computed with ωB97M-V/def2-TZVPD.

The geometry in ORCA input format:
```
! RIJCOSX wB97M-V def2-TZVPD def2/J DEFGRID3
* xyz -1 1
C -0.96 0.49 -1.33
N -1.20 0.82 0.09
C -0.84 -1.14 1.62
C -0.23 0.16 1.05
C 1.22 -0.30 0.61
O 2.09 0.07 1.42
O 1.32 -1.05 -0.39
H -0.75 -0.56 -1.54
H -0.23 1.19 -1.72
H -1.90 0.68 -1.88
H -2.08 0.37 0.30
H -1.34 -1.77 0.88
H -0.09 -1.68 2.19
H -1.64 -0.89 2.34
H -0.23 0.89 1.86
H 2.21 0.29 -1.40
H 2.10 1.61 -1.94
O 2.55 0.82 -2.16
*
```

Its HOMO-LUMO gap is 8.5 eV. For the LUMO energy, the calculation gives 3.96 eV. For the highest occupied orbital energy, the calculation gives -4.5 eV.

Least stable: run x